{"formula": "C6H26N2O6", "method": "ωB97M-V/def2-TZVPD", "elements": ["C", "N", "C", "C", "C", "C", "C", "N", "H", "H", "H", "H", "H", "H", "H", "H", "H", "H", "H", "H", "H", "H", "O", "H", "H", "O", "H", "H", "O", "H", "H", "O", "H", "H", "O", "H", "H", "O", "H", "H"], "coordinates": [[-2.276, -1.441, 0.168], [-1.379, -0.275, 0.545], [-1.913, 0.844, -0.216], [-0.954, 2.003, -0.280], [-0.125, 2.190, 1.043], [1.304, 1.498, 0.838], [1.375, 1.307, -0.713], [0.090, 1.787, -1.291], [-3.287, -1.145, 0.682], [-1.984, -2.451, 0.406], [-2.683, -1.480, -0.894], [-0.442, -0.458, 0.318], [-2.181, 0.480, -1.259], [-2.859, 1.228, 0.153], [-1.473, 2.958, -0.609], [-0.037, 3.174, 1.448], [-0.440, 1.530, 1.952], [2.190, 2.124, 1.091], [1.409, 0.581, 1.510], [2.221, 1.879, -1.246], [1.450, 0.239, -1.041], [0.228, 2.623, -1.844], [0.335, -1.998, -2.216], [0.065, -2.134, -1.365], [-0.200, -1.320, -2.586], [1.379, -1.843, 0.642], [2.177, -1.655, 0.094], [1.477, -1.710, 1.510], [3.022, -1.005, -1.668], [2.284, -1.480, -2.213], [3.874, -1.504, -1.786], [1.431, -1.807, 3.410], [0.552, -2.085, 3.612], [1.059, -0.879, 3.367], [-0.656, -0.315, 3.196], [-0.832, -0.393, 2.251], [-1.358, 0.328, 3.524], [-1.229, -0.007, -3.453], [-0.776, 0.315, -2.704], [-0.836, 0.295, -4.376]], "nbo_charge": [-0.443, -0.678, -0.233, -0.069, -0.454, -0.439, -0.246, -0.681, 0.194, 0.221, 0.191, 0.392, 0.190, 0.196, 0.211, 0.219, 0.227, 0.219, 0.213, 0.200, 0.221, 0.371, -0.960, 0.478, 0.483, -1.003, 0.505, 0.484, -1.001, 0.520, 0.482, -0.960, 0.474, 0.488, -1.008, 0.502, 0.487, -0.986, 0.494, 0.497], "e_lumo_ev": 0.532, "orbital_gap_ev": 9.5, "relative_energy_ev": 2.2908, "e_tot_ev": -21907.3447, "smiles": "CNC[C@H]1CCCN1.O.O.O.O.O.O"}



{"formula": "C5H18B2BeCl10", "method": "ωB97M-V/def2-TZVPD", "elements": ["Be", "B", "H", "H", "H", "H", "B", "H", "H", "H", "H", "C", "Cl", "Cl", "H", "H", "C", "Cl", "Cl", "H", "H", "C", "Cl", "Cl", "H", "H", "C", "Cl", "Cl", "H", "H", "C", "Cl", "Cl", "H", "H"], "coordinates": [[4.885, 20.947, -7.844], [2.601, 21.824, -7.389], [3.375, 22.232, -6.756], [2.855, 22.058, -8.411], [2.573, 20.747, -7.331], [1.656, 22.228, -7.061], [5.224, 18.659, -6.628], [5.371, 18.622, -7.696], [4.172, 18.687, -6.391], [5.717, 17.809, -6.180], [5.662, 19.555, -6.215], [1.881, 17.357, -9.424], [2.513, 16.565, -10.926], [2.819, 18.846, -9.063], [0.864, 17.683, -9.641], [1.961, 16.652, -8.597], [1.646, 24.979, -6.646], [3.327, 25.556, -6.475], [0.403, 26.258, -6.335], [1.485, 24.762, -7.702], [1.428, 24.091, -6.053], [-0.426, 19.881, -7.746], [-0.357, 20.530, -9.379], [-0.947, 18.155, -7.586], [0.575, 19.985, -7.328], [-1.104, 20.525, -7.186], [1.213, 23.478, -10.282], [2.729, 24.323, -10.166], [-0.084, 24.589, -10.822], [1.235, 22.657, -10.999], [0.967, 23.124, -9.281], [2.535, 21.702, -3.836], [2.903, 19.991, -3.949], [4.006, 22.722, -3.787], [1.878, 21.985, -4.660], [1.905, 21.889, -2.966]], "nbo_charge": [1.562, -1.020, 0.022, 0.012, 0.028, 0.102, -0.880, 0.012, 0.019, 0.121, 0.005, -0.353, -0.046, -0.067, 0.234, 0.234, -0.372, -0.023, -0.046, 0.216, 0.221, -0.395, -0.022, -0.044, 0.243, 0.226, -0.406, -0.013, -0.039, 0.229, 0.233, -0.404, 0.005, -0.032, 0.216, 0.223], "e_lumo_ev": -4.289, "orbital_gap_ev": 6.5, "relative_energy_ev": 4.3438, "e_tot_ev": -132445.9708}



{"formula": "C24H15BF3N4O8S", "method": "ωB97M-V/def2-TZVPD", "elements": ["C", "C", "C", "C", "C", "B", "C", "C", "C", "C", "C", "F", "F", "F", "C", "C", "O", "C", "C", "C", "C", "C", "C", "O", "S", "H", "H", "H", "H", "H", "H", "H", "H", "H", "H", "H", "H", "H", "O", "N", "O", "C", "C", "C", "N", "O", "O", "C", "C", "N", "O", "O", "N", "C", "H", "H"], "coordinates": [[3.508, -4.335, 0.346], [2.243, -3.647, 0.700], [1.820, -3.297, 1.973], [0.538, -2.715, 1.976], [-0.031, -2.533, 0.726], [1.107, 2.320, 0.229], [-1.308, -2.050, 0.340], [-1.648, -2.041, -1.045], [-2.976, -2.275, -1.388], [-3.904, -2.445, -0.358], [-5.227, -3.070, -0.657], [-5.367, -4.243, 0.034], [-6.269, -2.261, -0.295], [-5.361, -3.361, -1.983], [-3.625, -2.039, 0.949], [-2.305, -1.818, 1.322], [1.681, 1.843, 1.413], [2.916, 1.470, 0.985], [3.018, 1.645, -0.429], [4.211, 1.937, -1.041], [5.214, 2.353, -0.158], [5.086, 2.250, 1.244], [3.976, 1.674, 1.832], [1.837, 2.101, -0.935], [1.040, -3.277, -0.480], [3.822, -5.006, 1.146], [3.366, -4.936, -0.554], [4.346, -3.654, 0.161], [2.395, -3.550, 2.882], [0.004, -2.453, 2.879], [-0.857, -1.986, -1.820], [-3.267, -2.311, -2.440], [-4.417, -1.913, 1.683], [-2.004, -1.636, 2.370], [4.246, 1.942, -2.135], [6.102, 2.794, -0.606], [5.881, 2.607, 1.906], [3.769, 1.581, 2.910], [0.368, 4.008, -3.522], [-0.664, 3.316, -3.394], [-1.336, 2.961, -4.381], [-1.076, 2.930, -2.048], [-1.952, 1.862, -1.875], [-1.991, 1.276, -0.584], [-3.321, 0.958, -0.157], [-4.177, 0.842, -1.075], [-3.608, 0.821, 1.042], [-0.958, 1.336, 0.376], [-0.349, 2.689, 0.296], [-0.412, 3.819, 1.364], [-0.017, 3.740, 2.528], [0.230, 4.884, 0.621], [-0.050, 4.823, -0.694], [-0.485, 3.541, -0.907], [-2.641, 1.576, -2.672], [-1.125, 0.951, 1.398]], "nbo_charge": [-0.638, -0.191, -0.268, -0.223, -0.184, 1.114, -0.055, -0.215, -0.185, -0.106, 0.969, -0.336, -0.327, -0.331, -0.178, -0.182, -0.622, 0.216, 0.235, -0.237, -0.222, -0.236, -0.216, -0.620, 0.416, 0.219, 0.219, 0.225, 0.218, 0.217, 0.229, 0.236, 0.237, 0.222, 0.231, 0.213, 0.213, 0.226, -0.405, 0.512, -0.437, -0.127, -0.059, -0.094, 0.492, -0.476, -0.444, -0.192, -0.414, 0.340, -0.377, -0.266, -0.133, 0.266, 0.271, 0.261], "e_lumo_ev": 1.099, "charge": -1, "orbital_gap_ev": 4.8, "relative_energy_ev": 3.6817, "e_tot_ev": -67125.3070}